[1]
This record from the OMol25 dataset describes a molecular structure, C21H46FeNOP3Se. The level of theory is wB97M-V/def2-TZVPD.

```
! wB97M-V def2-TZVPD RIJCOSX def2/J DEFGRID3
* xyz 3 6
Fe 0.808 -0.772 0.190
P 1.735 -1.586 1.941
P 1.770 1.184 0.033
P -1.028 -1.906 -0.264
H -0.743 2.013 -7.711
C -1.791 1.736 -7.530
C -2.577 2.414 -6.675
H -2.285 3.385 -6.267
C 3.100 -2.772 1.574
C 2.604 -0.565 3.195
C 0.833 -2.637 3.140
C 1.425 2.262 -1.414
C 1.760 2.405 1.413
C 3.596 0.913 -0.118
C -2.217 -1.851 -1.658
C -2.138 -2.101 1.185
C -0.491 -3.656 -0.406
H -2.127 0.892 -8.166
H -3.596 2.089 -6.462
H 3.514 -3.107 2.536
H 3.878 -2.282 0.977
H 2.702 -3.629 1.016
H 3.072 -1.252 3.917
H 1.876 0.071 3.714
H 3.386 0.055 2.744
H 1.575 -3.024 3.856
H 0.346 -3.486 2.645
H 0.085 -2.045 3.684
H 2.129 3.107 -1.477
H 0.397 2.646 -1.340
H 1.509 1.672 -2.334
H 2.672 3.021 1.370
H 1.720 1.874 2.375
H 0.872 3.050 1.347
H 4.081 1.899 -0.123
H 3.791 0.386 -1.063
H 3.971 0.317 0.726
H -2.812 -2.780 -1.656
H -1.686 -1.788 -2.614
H -2.898 -0.991 -1.575
H -2.673 -3.051 1.048
H -2.862 -1.275 1.246
H -1.544 -2.148 2.105
H -1.431 -4.218 -0.455
H 0.084 -3.961 0.478
H 0.094 -3.787 -1.323
C 0.905 -0.922 -3.345
C -0.053 0.108 -3.374
C -0.670 0.451 -4.583
C -0.325 -0.264 -5.740
C 0.632 -1.286 -5.722
C 1.238 -1.630 -4.524
Se 1.829 -1.523 -1.773
H 0.095 -0.427 -1.159
H -0.358 0.677 -2.484
H -1.407 1.273 -4.618
H -0.799 -0.022 -6.690
H 0.887 -1.796 -6.648
H 1.973 -2.427 -4.434
C -2.718 2.883 5.410
N -1.649 2.477 4.516
C -0.377 3.177 4.583
C -1.617 1.300 3.832
C -2.880 0.469 3.744
O -0.546 0.928 3.313
H -2.383 3.787 5.917
H -2.929 2.110 6.164
H -3.639 3.109 4.852
H 0.418 2.530 4.989
H -0.068 3.536 3.590
H -0.515 4.031 5.242
H -3.096 0.280 2.683
H -2.685 -0.500 4.229
H -3.750 0.953 4.208
*
```

orbital gap (spin up / spin down)	6.050 / 1.809	eV
HOMO (spin up / spin down)	-15.443 / -15.441	eV
LUMO (spin up / spin down)	-0.345 / -0.501	hartree
F_max	5.41	eV Å⁻¹

***

[2]
This record from the OMol25 dataset describes 2 unconnected molecules or ions with the total composition C21H46NO10PS. The level of theory is wB97M-V/def2-TZVPD.

```
! wB97M-V def2-TZVPD RIJCOSX def2/J DEFGRID3
* xyz 0 1
C 4.128 -0.371 2.313
N 3.091 0.339 1.547
C 3.532 0.664 0.207
O 3.701 -0.533 -0.542
P 2.445 -1.282 -1.159
O 2.663 -1.724 -2.537
O 1.244 -0.278 -0.973
C -0.064 -0.848 -1.212
C -1.067 0.227 -1.648
C -0.642 1.681 -1.384
C -1.178 2.228 -0.042
C -0.140 2.459 1.069
C -0.050 1.299 2.063
C -1.356 1.000 2.839
C -2.165 2.228 3.234
C -3.436 1.960 4.087
C -3.830 0.508 4.316
O -4.113 -0.253 3.159
C -5.024 0.351 2.269
O 2.214 -2.494 -0.151
C 1.942 -3.774 -0.745
O 1.822 -4.716 0.251
C 0.886 -4.397 1.240
O 0.535 -5.617 1.834
C 0.479 -5.590 3.236
C -0.607 -4.687 3.830
O -0.113 -3.422 4.277
H 3.946 -1.441 2.316
H 4.105 -0.032 3.347
H 5.132 -0.173 1.930
H 2.940 1.232 2.002
H 2.816 1.342 -0.251
H 4.505 1.165 0.215
H 0.032 -1.556 -2.036
H -0.400 -1.407 -0.340
H -1.317 0.094 -2.692
H -1.989 0.069 -1.090
H -1.093 2.281 -2.168
H 0.432 1.818 -1.476
H -1.668 3.181 -0.251
H -1.969 1.580 0.330
H 0.837 2.593 0.599
H -0.354 3.393 1.586
H 0.774 1.475 2.754
H 0.175 0.406 1.480
H -1.107 0.399 3.710
H -1.965 0.372 2.190
H -1.507 2.882 3.811
H -2.455 2.808 2.363
H -4.270 2.533 3.687
H -3.267 2.375 5.083
H -4.714 0.498 4.967
H -3.031 0.012 4.860
H -5.546 -0.445 1.743
H -5.753 0.982 2.778
H -4.492 0.944 1.519
H 2.768 -4.073 -1.378
H 1.029 -3.735 -1.344
H 1.326 -3.726 1.981
H -0.008 -3.945 0.797
H 0.307 -6.613 3.566
H 1.452 -5.295 3.650
H -1.075 -5.190 4.677
H -1.345 -4.480 3.059
H 0.783 -3.542 4.593
C 1.396 2.207 -7.368
C 1.916 2.976 -6.145
C 0.693 3.431 -5.337
S -0.600 2.226 -5.670
O -1.677 2.879 -6.368
O -0.854 1.452 -4.481
C 0.338 1.245 -6.837
H 2.195 1.673 -7.880
H 0.944 2.900 -8.080
H 2.534 2.314 -5.536
H 2.531 3.826 -6.433
H 0.879 3.450 -4.266
H 0.323 4.400 -5.666
H -0.337 0.862 -7.598
H 0.788 0.422 -6.283
*
```

orbital gap	10.029	eV
HOMO	-9.426	eV
LUMO	0.022	hartree
SMILES	CNCO[P@](=O)(OCCCCCCCCCCOC)OCOCOCCO.O=S1(=O)CCCC1
F_max	0.92	eV Å⁻¹

***

[3]
This record from the OMol25 dataset describes 8 unconnected molecules or ions with the total composition C21H47B3N18O10S. The level of theory is wB97M-V/def2-TZVPD.

```
! wB97M-V def2-TZVPD RIJCOSX def2/J DEFGRID3
* xyz 0 1
C 0.030 -3.329 -6.313
C 0.607 -3.605 -4.771
B -0.111 -2.546 -3.686
O -1.386 -3.004 -3.093
C 0.635 -1.092 -3.310
C 1.198 -0.230 -4.587
C 1.991 1.194 -4.266
B 2.526 2.033 -5.592
C 1.433 3.139 -6.220
O 3.861 1.909 -6.211
C 2.189 1.669 -2.704
B 3.018 3.077 -2.322
O 4.032 3.073 -1.209
N 2.850 4.390 -3.064
C 4.013 5.336 -2.861
C 1.529 5.068 -2.773
C 1.575 0.774 -1.439
N 1.779 1.331 -0.059
C 1.232 0.429 1.010
N 1.373 0.835 2.490
C 2.720 0.764 2.754
S 4.399 0.938 3.021
C 0.497 -0.985 0.676
N 0.226 -1.560 -0.686
C 0.796 -0.627 -1.716
H -1.061 -2.893 -6.230
H 0.676 -2.538 -6.902
H 0.022 -4.336 -6.938
H 0.380 -4.726 -4.507
H 1.758 -3.368 -4.727
H -1.379 -4.005 -2.925
H 1.084 -0.587 -5.696
H 1.333 2.861 -7.355
H 1.909 4.199 -6.063
H 0.396 3.063 -5.680
H 4.251 0.993 -6.101
H 4.507 2.185 -1.335
H 4.072 6.136 -3.745
H 3.935 5.974 -1.858
H 5.075 4.809 -2.859
H 0.618 4.333 -2.813
H 1.502 5.674 -1.759
H 1.349 5.861 -3.644
H 0.135 -1.634 1.610
C 0.398 -5.693 0.566
O -0.034 -6.621 -0.100
N 1.275 -5.865 1.571
N 0.034 -4.416 0.354
H 1.641 -5.113 2.130
H 1.575 -6.812 1.763
H -0.625 -4.242 -0.394
H 0.378 -3.638 0.891
C -3.210 -1.079 1.731
O -2.601 -1.768 2.533
N -4.386 -0.493 2.021
N -2.760 -0.842 0.486
H -4.903 0.078 1.374
H -4.761 -0.646 2.948
H -1.878 -1.264 0.227
H -3.247 -0.277 -0.189
C -5.380 1.458 5.251
O -5.722 0.482 4.602
N -6.195 2.068 6.131
N -4.158 2.011 5.145
H -5.932 2.873 6.675
H -7.124 1.683 6.242
H -3.514 1.582 4.494
H -3.859 2.815 5.671
C 2.307 8.575 -3.231
O 1.966 7.599 -3.880
N 1.493 9.185 -2.351
N 3.529 9.128 -3.337
H 1.756 9.990 -1.807
H 0.563 8.800 -2.240
H 4.173 8.700 -3.988
H 3.829 9.932 -2.811
C -8.185 1.891 9.263
O -7.886 1.524 8.138
N -7.400 1.667 10.333
N -9.326 2.550 9.535
H -7.630 1.961 11.268
H -6.532 1.174 10.173
H -9.945 2.739 8.757
H -9.589 2.860 10.455
C -1.145 -9.873 2.902
O -1.820 -10.471 3.726
N -0.940 -8.545 2.955
N -0.547 -10.490 1.867
H -0.388 -8.035 2.286
H -1.374 -8.042 3.719
H -0.676 -11.490 1.789
H 0.012 -10.015 1.178
C 5.360 -2.575 0.304
O 4.686 -3.173 1.127
N 5.565 -1.247 0.357
N 5.959 -3.192 -0.732
H 6.117 -0.737 -0.312
H 5.132 -0.744 1.121
H 5.830 -4.192 -0.809
H 6.518 -2.717 -1.420
*
```

orbital gap	6.924	eV
HOMO	-8.516	eV
LUMO	-0.059	hartree
F_max	7.84	eV Å⁻¹